C27H30F9MnO6 as an isolated structure at a distorted geometry, computed with wB97M-V/def2-TZVPD.

Calculated values
E_HOMO (alpha / beta) in eV: -2.72 / -3.57
Multiplicity: 4
Net charge: -1

The geometry in XYZ format:
```
73
C27H30F9MnO6 wB97M-V/def2-TZVPD
C 0.183 -0.290 -4.929
C -0.202 -0.876 -3.540
C 0.112 1.248 -4.743
C -1.053 1.452 -3.760
H -0.060 1.739 -5.712
H 1.062 1.575 -4.292
C -1.347 0.041 -3.093
H 0.677 -0.749 -2.887
H -0.496 -1.938 -3.594
C -1.447 0.339 -1.585
H -2.310 -0.338 -3.487
H -1.956 1.772 -4.312
C -0.858 2.388 -2.506
C 1.599 -0.624 -5.366
C -0.885 -0.725 -6.006
O -1.263 0.068 -6.852
O 2.484 -1.007 -4.602
O 1.783 -0.437 -6.681
O -1.316 -2.013 -5.866
C -0.648 -3.155 -6.517
H -0.340 -3.821 -5.705
H 0.224 -2.838 -7.115
H -1.397 -3.645 -7.154
C 3.040 -0.899 -7.205
H 3.890 -0.471 -6.660
H 3.032 -0.578 -8.246
H 3.062 -1.992 -7.136
O -1.592 1.765 -1.406
H -0.522 0.020 -1.061
H -2.321 -0.154 -1.132
C -1.462 3.766 -2.768
C 0.616 2.521 -2.069
H 1.189 3.133 -2.781
H 1.099 1.538 -1.948
H 0.624 3.026 -1.093
H -1.261 4.413 -1.906
H -2.548 3.678 -2.906
H -1.015 4.220 -3.666
Mn 0.030 -0.192 2.786
C -2.012 -0.142 4.171
C -2.322 0.182 2.815
C -1.947 -0.965 2.024
H -2.864 1.098 2.502
C -1.315 -1.940 2.889
C -1.394 -1.415 4.216
H -0.973 -1.969 5.046
H -2.146 0.603 4.938
H -2.275 -1.156 1.002
H -0.997 -2.970 2.645
C 2.168 0.765 3.248
C 1.972 -0.261 4.201
C 1.610 -1.485 3.554
H 2.110 -0.086 5.249
C 1.834 -1.268 2.146
C 2.177 0.125 1.966
H 2.519 0.594 1.038
H 2.419 1.807 3.507
H 1.397 -2.445 4.048
H 1.868 -2.062 1.392
F -2.114 1.120 6.934
C -1.409 -0.032 7.152
F -1.225 -0.203 8.491
F -2.214 -1.043 6.718
C 0.026 0.032 6.433
O 0.062 0.210 5.145
C 0.586 1.454 6.763
F 0.494 1.670 8.074
F 1.889 1.627 6.358
F -0.132 2.399 6.077
C 0.789 -1.246 7.030
F 1.119 -0.942 8.310
F -0.044 -2.334 6.985
F 1.935 -1.683 6.430
```

C27H30N10S4V as an isolated structure, computed with wB97M-V/def2-TZVPD.

Calculated values
E_HOMO (alpha / beta) in eV: -13.25 / -13.27
Multiplicity: 4
Net charge: +2

The geometry in XYZ format:
```
72
C27H30N10S4V wB97M-V/def2-TZVPD
V -0.066 0.031 -0.009
C -2.492 -3.699 -0.568
C -1.451 -2.849 -0.209
N -1.577 -1.530 -0.327
C -2.740 -1.047 -0.802
C -3.759 -1.918 -1.167
N -3.635 -3.233 -1.050
C -2.844 0.427 -0.935
C -3.919 1.100 -1.488
C -3.865 2.491 -1.607
C -2.726 3.160 -1.153
C -1.692 2.431 -0.592
N -1.767 1.097 -0.505
C -0.432 3.012 -0.069
C -0.251 4.376 0.121
N 0.890 4.878 0.578
C 1.864 4.025 0.854
C 1.695 2.652 0.705
N 0.550 2.148 0.253
C -4.986 3.239 -2.213
C -4.749 4.320 -3.056
C -5.837 4.983 -3.607
N -7.097 4.646 -3.359
C -7.321 3.619 -2.548
C -6.305 2.880 -1.957
H -2.390 -4.772 -0.466
H -0.505 -3.224 0.159
H -4.699 -1.558 -1.565
H -4.781 0.570 -1.866
H -2.673 4.236 -1.240
H -1.040 5.086 -0.089
H 2.802 4.431 1.212
H 2.483 1.949 0.943
H -3.744 4.629 -3.315
H -5.684 5.819 -4.279
H -8.358 3.373 -2.357
H -6.554 2.067 -1.288
C -0.726 0.412 5.296
C 0.353 -0.173 4.470
N 1.461 -0.675 4.896
N 2.132 -1.077 3.778
C 1.473 -0.845 2.645
S 1.910 -1.200 1.057
N 0.325 -0.252 3.079
N -0.690 0.136 2.198
H -0.473 0.273 6.344
H -1.683 -0.076 5.104
H -0.833 1.482 5.107
H 3.033 -1.521 3.865
H -0.940 1.104 2.394
H -1.513 -0.439 2.369
C 0.303 -3.881 -4.296
C 1.618 -3.877 -3.528
S 1.599 -2.916 -1.981
C 2.692 -1.527 -2.352
C 2.103 -0.401 -3.186
S 0.619 0.398 -2.486
C -0.717 -0.013 -3.649
C -1.118 -1.477 -3.798
S -0.141 -2.315 -5.087
H -0.526 -4.214 -3.669
H 0.377 -4.598 -5.115
H 2.425 -3.493 -4.153
H 1.879 -4.900 -3.254
H 3.585 -1.906 -2.852
H 3.027 -1.149 -1.386
H 1.814 -0.753 -4.174
H 2.842 0.391 -3.308
H -0.426 0.412 -4.611
H -1.558 0.587 -3.295
H -2.172 -1.523 -4.082
H -0.982 -2.016 -2.864
```

The molecule C27H30N4O7 at a distorted geometry, computed with wB97M-V/def2-TZVPD.

Calculated values
E_HOMO in eV: -8.13
Net charge: 0

The geometry in XYZ format:
```
68
C27H30N4O7 wB97M-V/def2-TZVPD
C 1.131 1.766 -1.636
O 1.754 0.518 -1.831
C 2.808 0.193 -1.033
C 3.363 -1.072 -1.233
C 4.368 -1.531 -0.411
C 4.854 -0.746 0.629
C 5.782 -1.318 1.663
C 4.978 -2.245 2.608
N 3.746 -1.620 3.027
C 2.606 -1.641 2.297
C 2.241 -2.765 1.526
C 1.108 -2.791 0.761
C 0.233 -1.693 0.714
C -0.980 -1.756 -0.178
C -0.629 -2.341 -1.569
C -1.105 -3.784 -1.686
N -2.445 -3.888 -1.665
O -0.351 -4.730 -1.781
N -1.620 -0.468 -0.317
C -2.922 -0.372 -0.640
O -3.613 -1.366 -0.837
C -3.487 1.002 -0.763
C -4.697 1.092 -1.435
C -5.360 2.303 -1.610
O -6.535 2.253 -2.294
C -7.254 3.449 -2.476
C -4.785 3.451 -1.082
C -3.582 3.375 -0.398
C -2.912 2.172 -0.227
O -1.725 2.070 0.446
C -1.243 3.191 1.161
C 0.521 -0.614 1.508
C 1.688 -0.559 2.287
N 1.942 0.656 2.946
O 1.276 1.635 2.636
O 2.838 0.718 3.786
C 4.351 0.538 0.773
C 3.341 1.014 -0.046
H 0.790 1.889 -0.604
H 0.275 1.779 -2.310
H 1.803 2.593 -1.894
H 2.971 -1.687 -2.028
H 4.768 -2.523 -0.567
H 6.581 -1.899 1.201
H 6.229 -0.511 2.245
H 4.762 -3.182 2.098
H 5.568 -2.464 3.501
H 3.873 -0.763 3.562
H 2.874 -3.636 1.545
H 0.881 -3.676 0.185
H -1.724 -2.413 0.296
H 0.444 -2.288 -1.752
H -1.139 -1.754 -2.334
H -2.867 -4.801 -1.690
H -3.028 -3.077 -1.479
H -1.052 0.362 -0.286
H -5.137 0.189 -1.826
H -6.683 4.179 -3.059
H -8.151 3.171 -3.028
H -7.544 3.894 -1.519
H -5.257 4.415 -1.186
H -3.169 4.287 0.001
H -0.370 2.840 1.711
H -0.947 3.998 0.484
H -1.989 3.560 1.870
H -0.145 0.233 1.570
H 4.732 1.178 1.556
H 2.965 2.011 0.116
```

Number 1: DFT total energy -3547.9676 Ha. Number 2: DFT total energy -4130.8011 Ha. Number 3: DFT total energy -1792.5264 Ha.